Density functional theory data (wB97M-V/def2-TZVPD) for 10 unconnected molecules or ions with the total composition C61H94F5N3O5S2.

```
170
Properties=species:S:1:pos:R:3:lowdin_charge:R:1
F 0.5759 3.5648 -6.9404 0.0346
C -0.1832 3.3498 -5.8081 -0.2856
C 0.1413 2.3301 -4.9554 -0.0110
C -0.7085 2.0851 -3.8861 -0.0987
C -1.8999 2.7803 -3.7480 -0.1256
C -2.1714 3.8130 -4.5980 -0.0740
C -1.3026 4.1141 -5.6628 -0.0034
H 1.0361 1.6704 -4.9808 0.1394
H -0.5236 1.2801 -3.2038 0.0922
H -2.6239 2.5120 -2.9788 0.1020
H -3.0961 4.3593 -4.4031 0.1116
H -1.4733 4.9328 -6.3126 0.1111
F -0.7888 -1.9988 5.2374 0.0428
C 0.3927 -2.6634 5.1980 -0.2819
C 1.4733 -2.1705 5.8808 -0.0182
C 2.7005 -2.8085 5.7222 -0.0777
C 2.7806 -3.9152 4.9123 -0.1306
C 1.7481 -4.3282 4.1431 -0.0884
C 0.4594 -3.7725 4.3310 0.0050
H 1.3368 -1.2424 6.4903 0.1360
H 3.6050 -2.4457 6.1281 0.0944
H 3.7322 -4.4718 4.8305 0.1176
H 1.9868 -5.1258 3.4133 0.1193
H -0.3995 -4.0885 3.8160 0.0885
F 4.1399 5.6753 -4.4007 0.0154
C 3.2741 5.3221 -3.3732 -0.2341
C 3.8432 5.2451 -2.1100 -0.0357
C 3.0868 4.7842 -1.0603 -0.0871
C 1.7549 4.4463 -1.2784 -0.0669
C 1.1911 4.6642 -2.5627 -0.0621
C 1.9085 5.1916 -3.6435 0.0097
H 4.9387 5.5151 -1.9998 0.1353
H 3.4692 4.6034 -0.1034 0.0844
H 1.1398 3.9533 -0.5613 0.0712
H 0.2302 4.2904 -2.8742 0.0729
H 1.5037 5.3661 -4.6033 0.1001
F 2.9819 1.5534 2.9434 -0.0008
C 3.2850 2.6331 3.7409 -0.2895
C 4.5011 2.6226 4.3151 -0.0244
C 4.8418 3.8008 5.0172 -0.0873
C 4.0210 4.9032 5.0940 -0.0858
C 2.7824 4.8395 4.4131 -0.0591
C 2.3563 3.6743 3.7281 0.0136
H 5.1104 1.6882 4.3378 0.1393
H 5.7487 3.7717 5.6007 0.1013
H 4.2765 5.7266 5.7646 0.1075
H 2.0217 5.5971 4.5650 0.0977
H 1.4180 3.7311 3.2147 0.0806
F 6.4787 -0.3573 -2.8726 0.0672
C 6.1408 0.4379 -1.8619 -0.3136
C 5.5121 -0.1756 -0.7963 -0.0026
C 5.2063 0.6443 0.3181 -0.0914
C 5.5003 2.0099 0.2475 -0.0949
C 6.0137 2.6110 -0.9350 -0.0693
C 6.3257 1.7825 -2.0142 -0.0148
H 5.3278 -1.2171 -0.7912 0.0992
H 4.7479 0.1752 1.2216 0.1112
H 5.1550 2.5909 1.1726 0.1117
H 6.1199 3.6832 -1.0621 0.0874
H 6.9629 2.1231 -2.8186 0.1223
C -5.7751 -0.6918 1.8916 -0.0201
C -4.5121 -1.2989 1.2708 -0.5243
C -3.3686 -1.5101 2.2511 -0.1012
C -3.5301 -2.7762 3.2033 -0.1317
C -3.7617 -3.9750 2.3368 -0.1738
C -4.8773 -3.8520 1.3538 -0.5034
N -4.6408 -2.5847 0.5369 -0.0490
O -5.7265 -2.4428 -0.4213 -0.0346
C -4.8508 -5.0300 0.3648 -0.0262
C -6.2390 -3.8504 2.0751 -0.0293
C -4.0516 -0.2737 0.2392 -0.0444
H -6.0102 -1.0581 2.8889 0.0730
H -6.6587 -0.7520 1.2588 0.0863
H -5.6208 0.4129 2.0367 0.0775
H -2.4306 -1.6061 1.6640 0.1104
H -3.2758 -0.6539 2.8759 0.1005
H -4.3698 -2.5658 3.8765 0.1123
H -2.5869 -2.9074 3.6671 0.0663
H -4.1147 -4.8005 2.9530 0.1251
H -2.8966 -4.3009 1.7665 0.1204
H -3.9789 -4.9535 -0.2679 0.0612
H -4.8921 -6.0359 0.8319 0.0965
H -5.7645 -4.8828 -0.2668 0.1003
H -7.0289 -3.4499 1.5242 0.0603
H -6.5401 -4.8796 2.3014 0.0870
H -6.2825 -3.4577 3.0864 0.0724
H -4.9381 -0.1166 -0.4504 0.1167
H -3.1346 -0.5234 -0.3062 0.0600
H -3.8863 0.7077 0.7642 0.0519
H -5.2474 -2.6614 -1.2009 0.0165
C 4.4407 -3.1619 -3.9024 -0.0358
C 2.9425 -3.3250 -3.9332 -0.4964
C 2.4093 -4.3143 -5.0373 -0.1112
C 2.3458 -5.7497 -4.5153 -0.1888
C 1.5630 -5.8453 -3.2142 -0.1437
C 2.2434 -5.0117 -2.1503 -0.4858
N 2.2707 -3.6103 -2.6427 -0.0709
O 2.8115 -2.7149 -1.6375 -0.0471
C 1.2531 -4.9240 -0.9945 -0.0592
C 3.5596 -5.7075 -1.5317 0.0015
C 2.3833 -1.9412 -4.3008 -0.0449
H 4.8086 -2.3889 -3.2430 0.0542
H 4.7138 -2.7936 -4.8714 0.0768
H 5.0502 -4.0890 -3.7242 0.0979
H 1.4421 -4.0791 -5.4066 0.1028
H 3.0479 -4.3797 -5.9110 0.1176
H 3.3117 -6.2203 -4.5432 0.0992
H 1.8081 -6.3061 -5.3039 0.1141
H 1.4012 -6.8919 -2.9371 0.1272
H 0.5816 -5.3977 -3.3647 0.1210
H 0.3434 -4.3323 -1.2195 0.0690
H 0.9183 -5.9440 -0.6928 0.0931
H 1.7930 -4.5283 -0.0928 0.0812
H 3.2554 -6.5301 -0.9660 0.0487
H 4.2302 -6.0977 -2.2958 0.0647
H 4.1402 -5.0291 -0.9243 0.0710
H 2.4923 -1.8288 -5.3451 0.0613
H 2.8670 -1.0259 -3.7752 0.1198
H 1.3342 -2.0847 -4.0840 0.0718
H 2.0702 -2.1304 -1.4869 0.0191
C -1.7176 4.9492 4.1813 -0.0330
C -2.1690 3.9949 3.1115 -0.5593
C -3.7000 3.8074 3.3522 -0.1198
C -4.3305 3.0923 2.1624 -0.1671
C -3.9541 3.8011 0.8096 -0.1248
C -2.4626 4.0529 0.6071 -0.4554
N -1.9386 4.7023 1.8802 -0.0690
O -0.5138 4.8440 1.7230 -0.0285
C -1.8173 2.7129 0.1635 -0.0220
C -2.4017 5.2052 -0.4967 -0.0219
C -1.5615 2.6439 3.2098 -0.0247
H -1.9849 5.9695 3.9152 0.0967
H -0.6497 4.9910 4.2968 0.0578
H -2.1169 4.5968 5.1302 0.0924
H -3.7091 3.0534 4.1651 0.1209
H -4.2453 4.7182 3.6669 0.1304
H -5.4124 2.9688 2.1827 0.1079
H -4.0088 2.0594 2.3194 0.0694
H -4.3952 4.7587 0.6994 0.0933
H -4.3475 3.2097 -0.1126 0.1509
H -1.6644 2.8908 -0.9443 0.0789
H -0.8475 2.4551 0.6240 0.0598
H -2.4728 1.8552 0.3288 0.0414
H -1.3881 5.3647 -0.9490 0.0779
H -3.0144 4.9510 -1.3896 0.0832
H -2.7663 6.0646 -0.0077 0.0599
H -1.9747 1.9800 2.4862 0.0551
H -1.7540 2.2410 4.2113 0.1102
H -0.5352 2.5922 3.0283 0.0519
H -0.3909 5.7426 1.4547 0.0917
C 1.5615 0.7848 0.0068 -0.2319
S 0.3597 -0.5442 0.1613 0.8433
O 0.4720 -1.1153 -1.2161 -0.5700
C 1.1212 -1.7205 1.3456 -0.2215
H 1.0274 1.4104 -0.7690 0.0548
H 2.3976 0.3464 -0.5406 0.0478
H 1.8316 1.2087 0.9677 0.0375
H 2.0267 -2.2095 1.0505 0.0444
H 0.3295 -2.4755 1.5571 0.0522
H 1.2639 -1.2594 2.2993 0.0361
C -2.0799 -2.9557 -1.7925 -0.2692
S -3.0319 -2.9104 -3.3323 0.8714
O -4.4798 -2.9150 -3.0064 -0.5559
C -2.5485 -1.1332 -3.6057 -0.2324
H -2.6128 -2.3668 -1.0650 0.0202
H -1.0892 -2.5963 -2.0801 0.0205
H -2.0143 -3.9769 -1.4442 0.0374
H -1.5023 -1.1491 -3.9361 0.0463
H -2.6354 -0.5339 -2.7005 0.0421
H -3.1079 -0.6710 -4.3642 0.0296
```

HOMO-LUMO gap	8.82	eV
F_max	0.058	hartree/bohr
highest occupied orbital energy	-0.311	Ha